{"formula": "C37H33ClIrN3O8S3", "method": "ωB97M-V/def2-TZVPD", "symbols": ["Ir", "C", "O", "C", "C", "C", "C", "C", "C", "N", "N", "C", "O", "C", "C", "C", "C", "C", "C", "C", "O", "H", "H", "H", "H", "H", "H", "H", "H", "H", "H", "H", "H", "C", "N", "C", "C", "C", "C", "C", "C", "C", "C", "H", "H", "H", "H", "H", "H", "H", "H", "H", "H", "H", "H", "O", "C", "C", "C", "C", "C", "S", "C", "C", "C", "C", "S", "C", "C", "C", "C", "S", "H", "H", "H", "H", "H", "H", "H", "H", "H", "O", "Cl", "O", "O", "O"], "coordinates": [[-7.17, -0.15, 16.86], [-5.78, -3.32, 13.84], [-4.51, -2.74, 14.03], [-4.37, -1.39, 13.97], [-3.42, -0.96, 13.03], [-3.27, 0.40, 12.86], [-3.95, 1.32, 13.66], [-4.84, 0.89, 14.60], [-5.63, 1.98, 15.22], [-6.59, 1.81, 16.00], [-7.16, 2.90, 16.58], [-8.04, 2.58, 17.49], [-8.21, 1.38, 17.98], [-8.86, 3.71, 17.97], [-9.64, 3.66, 19.14], [-10.48, 4.74, 19.44], [-10.48, 5.91, 18.70], [-9.62, 5.99, 17.60], [-8.85, 4.90, 17.25], [-5.04, -0.53, 14.85], [-5.67, -1.09, 15.87], [-5.63, -4.41, 13.81], [-6.24, -2.93, 12.90], [-6.43, -3.11, 14.70], [-2.92, -1.76, 12.52], [-2.53, 0.80, 12.15], [-3.87, 2.36, 13.44], [-5.39, 2.99, 14.87], [-9.69, 2.77, 19.74], [-11.11, 4.64, 20.33], [-11.12, 6.79, 18.89], [-9.63, 6.85, 16.93], [-8.27, 4.87, 16.28], [-4.22, -0.67, 18.36], [-5.49, -0.09, 18.72], [-5.31, 1.29, 19.18], [-6.04, -0.91, 19.83], [-7.44, -0.58, 20.21], [-7.79, 0.29, 21.30], [-9.12, 0.42, 21.78], [-10.13, -0.21, 21.12], [-9.89, -0.87, 19.81], [-8.47, -1.24, 19.65], [-3.53, -0.75, 19.21], [-3.72, -0.10, 17.56], [-4.41, -1.64, 17.93], [-4.73, 1.31, 20.12], [-6.30, 1.71, 19.41], [-4.77, 1.92, 18.50], [-5.46, -0.79, 20.76], [-6.11, -1.95, 19.49], [-7.03, 0.86, 21.73], [-9.31, 0.99, 22.70], [-11.14, -0.14, 21.43], [-10.13, -0.07, 19.08], [-8.28, -2.33, 18.88], [-9.37, -3.18, 19.25], [-9.13, -3.92, 20.54], [-9.25, -5.25, 20.73], [-9.02, -5.62, 22.09], [-8.64, -4.56, 22.86], [-8.66, -3.13, 21.98], [-9.50, -4.17, 18.12], [-8.52, -4.40, 17.23], [-8.81, -5.48, 16.34], [-9.99, -6.05, 16.61], [-10.82, -5.25, 17.86], [-10.59, -2.15, 19.30], [-11.20, -1.96, 17.90], [-12.53, -2.28, 17.83], [-13.12, -2.68, 18.98], [-11.98, -2.87, 20.31], [-9.46, -5.96, 19.91], [-9.13, -6.64, 22.49], [-8.40, -4.56, 23.89], [-7.58, -3.80, 17.19], [-8.19, -5.77, 15.53], [-10.49, -6.84, 16.08], [-10.58, -1.50, 17.17], [-13.14, -2.20, 16.90], [-14.19, -2.93, 19.14], [-9.93, -2.39, 14.87], [-9.36, -1.13, 14.46], [-8.09, -1.37, 13.87], [-10.19, -0.37, 13.54], [-9.19, -0.31, 15.72]], "spin_multiplicity": 6, "e_above_lowest_kcal_mol": 37.5, "orbital_gap_ev": [3.230, 5.895], "e_tot_ha": -3954.52046, "total_charge": -1, "homo_energy_ev": [-1.63, -4.95], "mol_weight_g_mol": 971.555}

=====

{"formula": "C25H33O2SeSm", "method": "ωB97M-V/def2-TZVPD", "symbols": ["O", "C", "C", "H", "H", "C", "H", "H", "C", "H", "H", "H", "C", "H", "H", "H", "Sm", "C", "C", "C", "H", "C", "C", "H", "H", "H", "H", "C", "C", "C", "H", "C", "C", "H", "H", "H", "H", "O", "C", "C", "H", "H", "C", "H", "H", "C", "H", "H", "H", "H", "Se", "C", "C", "C", "C", "C", "C", "H", "H", "H", "H", "H"], "coordinates": [[0.48, -0.65, -3.42], [0.78, 0.51, -4.31], [0.71, -0.25, -5.61], [1.77, 0.90, -4.05], [0.03, 1.30, -4.36], [0.55, -1.45, -4.66], [1.62, -0.28, -6.22], [-0.20, -0.07, -6.19], [1.78, -2.32, -4.72], [2.70, -1.72, -4.68], [1.79, -2.85, -5.68], [1.76, -3.08, -3.93], [-0.73, -2.20, -4.92], [-1.56, -1.48, -4.98], [-0.87, -2.94, -4.12], [-0.66, -2.73, -5.89], [-0.24, -0.78, 1.06], [-2.10, -1.26, 2.97], [-2.06, 0.17, 2.91], [-2.55, 0.60, 1.64], [-1.83, 0.81, 3.75], [-2.89, -0.58, 0.88], [-2.62, -1.72, 1.72], [-2.86, -2.76, 1.49], [-1.88, -1.86, 3.86], [-2.70, 1.64, 1.35], [-3.36, -0.57, -0.10], [1.12, -2.39, 2.47], [0.31, -3.18, 1.61], [0.73, -2.94, 0.25], [-0.45, -3.89, 1.93], [1.84, -2.02, 0.29], [2.07, -1.69, 1.67], [2.88, -1.08, 2.05], [1.11, -2.41, 3.56], [0.31, -3.41, -0.64], [2.42, -1.65, -0.55], [0.45, 2.46, -2.70], [-0.57, 1.67, -1.99], [-1.72, 2.64, -1.77], [-0.21, 1.38, -0.96], [-0.88, 0.79, -2.54], [-0.92, 3.90, -1.38], [-2.43, 2.23, -1.04], [-2.24, 2.77, -2.74], [0.48, 3.71, -1.99], [-0.80, 3.91, -0.29], [-1.37, 4.82, -1.75], [1.21, 3.66, -1.16], [0.72, 4.48, -2.72], [1.17, 1.56, 2.38], [1.07, 1.28, 4.24], [0.20, 2.04, 5.05], [0.01, 1.71, 6.39], [0.74, 0.66, 6.97], [1.66, -0.04, 6.20], [1.86, 0.28, 4.86], [-0.36, 2.87, 4.61], [-0.71, 2.27, 6.99], [0.58, 0.38, 8.01], [2.25, -0.85, 6.63], [2.59, -0.26, 4.25]], "spin_multiplicity": 6, "e_above_lowest_kcal_mol": 35.6, "orbital_gap_ev": [6.956, 7.240], "e_tot_ha": -4182.20440, "total_charge": 0, "homo_energy_ev": [-7.05, -7.07], "mol_weight_g_mol": 594.857}

=====

{"formula": "C26H36MgN12S2", "method": "ωB97M-V/def2-TZVPD", "symbols": ["Mg", "C", "S", "C", "S", "N", "N", "C", "C", "C", "C", "C", "C", "N", "H", "H", "H", "H", "H", "H", "H", "H", "C", "N", "C", "C", "N", "C", "C", "C", "C", "C", "C", "N", "C", "N", "C", "C", "N", "C", "C", "N", "C", "C", "H", "H", "H", "H", "H", "H", "H", "H", "H", "H", "H", "H", "H", "H", "H", "H", "H", "H", "H", "H", "H", "H", "H", "H", "H", "H", "H", "H", "N", "C", "N", "C", "N"], "coordinates": [[-0.87, -0.16, 0.17], [1.01, 0.54, -4.92], [2.22, 0.56, -3.58], [1.26, 0.12, -2.14], [-0.42, -0.23, -2.30], [2.04, 0.11, -1.11], [1.38, -0.15, 0.15], [0.75, 1.86, 1.42], [-0.04, 1.36, 2.61], [0.08, 1.89, 3.89], [-0.70, 1.36, 4.90], [-1.58, 0.32, 4.61], [-1.63, -0.15, 3.31], [-0.88, 0.35, 2.33], [1.58, 0.80, -5.81], [0.23, 1.28, -4.76], [0.57, -0.44, -5.04], [1.22, 2.81, 1.67], [0.76, 2.70, 4.07], [-0.64, 1.75, 5.91], [-2.22, -0.11, 5.37], [-2.31, -0.94, 3.02], [-2.60, 2.58, -0.91], [-1.33, 3.23, -1.22], [-1.19, 3.63, -2.61], [-0.23, 2.98, -0.46], [-0.20, 1.95, 0.32], [1.82, 0.81, 1.11], [3.06, 0.85, 1.62], [4.09, -0.14, 1.44], [3.89, -1.44, 1.16], [2.63, -2.10, 0.98], [1.48, -1.53, 0.57], [0.21, -2.10, 0.53], [-0.01, -3.34, 0.17], [-1.12, -3.98, 0.64], [-1.96, -4.77, -0.25], [-1.79, -3.47, 1.82], [0.78, -4.06, -0.67], [1.61, -3.44, -1.68], [0.95, -5.50, -0.53], [0.78, 3.91, -0.56], [2.18, 3.53, -0.69], [0.51, 5.31, -0.81], [-3.42, 3.21, -1.26], [-2.69, 2.45, 0.17], [-2.67, 1.61, -1.40], [-1.57, 2.82, -3.25], [-0.14, 3.78, -2.86], [-1.76, 4.54, -2.82], [3.30, 1.71, 2.24], [5.11, 0.19, 1.63], [4.77, -2.08, 1.15], [2.60, -3.17, 1.19], [-1.48, -4.87, -1.22], [-2.92, -4.26, -0.39], [-2.15, -5.76, 0.17], [-1.06, -3.03, 2.49], [-2.27, -4.31, 2.33], [-2.55, -2.73, 1.57], [1.25, -2.43, -1.89], [1.53, -4.02, -2.60], [2.66, -3.39, -1.39], [0.44, -5.85, 0.37], [2.01, -5.73, -0.44], [0.56, -6.03, -1.40], [2.28, 2.45, -0.75], [2.78, 3.90, 0.15], [2.59, 3.95, -1.61], [-0.54, 5.53, -0.60], [0.73, 5.61, -1.84], [1.13, 5.92, -0.15], [-2.86, -0.71, 0.16], [-3.99, -0.47, -0.04], [-5.24, -0.30, -0.24], [-5.68, 0.92, -0.49], [-6.12, 1.97, -0.72]], "e_above_lowest_kcal_mol": 34.9, "orbital_gap_ev": 8.073, "e_tot_ha": -2665.95911, "total_charge": 0, "homo_energy_ev": -7.78, "mol_weight_g_mol": 605.097}